[1]
{"formula": "C13H41B2F3N3O7SV", "method": "wB97M-V/def2-TZVPD", "species": ["C", "H", "H", "C", "H", "C", "H", "H", "H", "H", "H", "C", "S", "O", "H", "H", "H", "N", "H", "H", "H", "N", "H", "H", "F", "H", "H", "H", "N", "O", "H", "C", "B", "C", "O", "H", "H", "V", "H", "O", "F", "B", "H", "O", "H", "H", "C", "H", "H", "H", "H", "H", "C", "C", "F", "H", "C", "H", "C", "C", "H", "H", "H", "C", "H", "H", "H", "H", "O", "H", "O"], "xyz": [[4.883, 0.564, 3.686], [4.595, -1.148, -2.005], [1.934, -1.864, 4.269], [-2.181, 0.636, -3.380], [0.217, -2.141, 4.332], [-1.752, -2.828, -0.657], [-0.823, -2.762, -1.221], [-1.347, 2.002, -4.813], [2.595, 1.864, -0.636], [2.059, -2.460, 1.328], [4.431, 0.296, -0.830], [-3.059, -2.083, 1.093], [4.759, 1.361, 1.950], [0.736, -0.613, -0.926], [0.115, 0.302, 3.601], [-2.889, -2.943, 1.749], [0.982, 2.773, 2.437], [2.023, -1.445, 1.419], [1.691, 3.149, -1.704], [-1.724, 0.205, 2.107], [-4.910, -0.420, 3.248], [-0.978, -0.216, -3.412], [-5.474, -1.524, 2.221], [-2.616, -2.889, -1.324], [4.405, -0.682, 3.711], [0.788, 1.759, -0.812], [-2.841, 2.301, -2.265], [-0.212, 0.452, -3.471], [-4.638, -1.254, 2.736], [-1.964, -1.758, 0.247], [-0.761, 2.288, 2.603], [1.073, -2.140, 3.653], [3.858, -0.566, -1.332], [0.832, 0.193, 2.784], [4.795, 2.787, 2.216], [-3.230, 1.982, -4.848], [1.788, 0.553, 3.184], [1.846, 0.150, -0.142], [-1.076, 2.073, -2.071], [-2.254, 0.457, -5.733], [6.156, 0.472, 4.045], [1.738, 2.052, -1.350], [1.862, 1.386, -2.283], [0.546, 0.950, 1.604], [-2.999, 1.876, -7.155], [-3.114, 0.280, -7.628], [-2.453, -0.264, 2.766], [-3.868, -0.165, 1.090], [-1.022, -0.724, -4.290], [0.080, -1.606, 1.847], [-2.173, 0.959, -1.273], [-0.192, 2.696, 1.025], [-2.035, 1.566, -2.169], [0.957, -1.255, 2.406], [4.243, 1.315, 4.571], [-1.583, -3.741, -0.068], [0.134, 2.265, 1.975], [-2.004, -1.053, 3.368], [-2.288, 1.456, -4.678], [-2.468, 0.922, -7.020], [-1.557, 1.063, -7.613], [1.171, -3.192, 3.369], [-3.103, 0.052, -3.341], [-3.545, -0.869, 1.874], [3.448, -1.253, -0.526], [2.938, -0.198, -1.886], [2.915, -1.251, 1.888], [-3.866, -2.277, 0.371], [5.885, 0.844, 1.183], [-2.944, 0.450, 3.428], [3.465, 0.832, 1.474]], "lowdin_charge": [-0.670, -0.009, 0.079, -0.423, 0.074, -0.108, 0.078, 0.135, -0.027, 0.122, -0.025, -0.219, 0.535, -0.274, 0.125, 0.129, 0.113, 0.027, 0.009, 0.063, 0.066, 0.067, 0.074, 0.087, 0.110, -0.056, 0.074, 0.074, 0.024, -0.204, 0.087, -0.038, -0.376, -0.197, -0.307, 0.121, 0.122, 0.813, 0.066, -0.214, 0.128, -0.408, -0.008, -0.254, 0.079, 0.079, -0.040, 0.140, 0.065, 0.131, 0.070, 0.098, -0.050, -0.399, 0.125, 0.085, -0.047, 0.083, -0.163, -0.162, 0.082, 0.080, 0.133, -0.449, -0.048, -0.054, 0.088, 0.119, -0.299, 0.079, -0.408], "total_charge": -1, "fmax_ev_per_a": 2.65, "multiplicity": 2, "homo_energy_ev": [-5.829, -5.991], "relative_energy_ev": 1.962, "s2": 0.769}

=====

[2]
{"formula": "C4H10N2O2", "method": "wB97M-V/def2-TZVPD", "species": ["H", "H", "H", "H", "N", "H", "H", "H", "O", "N", "C", "H", "O", "H", "C", "C", "C", "H"], "xyz": [[2.003, 1.037, 1.151], [-1.508, -1.785, 0.342], [-2.204, 1.172, 0.145], [3.098, -1.015, -0.458], [-0.294, 0.590, -0.376], [-3.142, -0.999, 0.689], [-1.310, 0.362, 1.498], [0.105, -1.801, -0.703], [3.240, -0.388, 0.279], [0.984, -1.442, -0.374], [2.184, 0.524, 0.196], [2.417, 1.347, -0.531], [-0.063, 1.990, -0.163], [-2.530, -1.134, -0.930], [-1.555, 0.331, 0.355], [0.875, -0.190, -0.186], [-2.224, -1.014, 0.096], [-0.076, 2.413, -1.029]], "nbo_charge": [0.201, 0.212, 0.216, 0.486, -0.187, 0.225, 0.174, 0.338, -0.701, -0.696, -0.120, 0.177, -0.582, 0.210, -0.213, 0.410, -0.624, 0.475], "total_charge": 0, "fmax_ev_per_a": 2.38, "homo_energy_ev": -9.357, "relative_energy_ev": 3.935, "smiles": "[H]/N=C(/CO)N(O)CC"}

=====

[3]
{"formula": "C13H19FN2O4S", "method": "wB97M-V/def2-TZVPD", "species": ["H", "H", "C", "C", "C", "C", "H", "H", "H", "H", "H", "O", "O", "H", "C", "S", "H", "C", "C", "F", "H", "O", "C", "C", "N", "H", "N", "H", "H", "C", "C", "H", "H", "H", "H", "O", "C", "C", "H", "H"], "xyz": [[1.601, 1.246, 0.667], [2.757, 2.032, -0.442], [2.599, 1.177, 0.238], [3.629, 1.230, 1.366], [4.092, -0.200, -0.989], [1.750, -0.266, -1.516], [-2.761, -2.959, 1.867], [1.992, -1.202, -2.028], [-3.670, 2.570, -0.143], [3.411, 0.428, 2.085], [-1.114, -3.185, 1.232], [-1.351, 2.794, 0.357], [-1.952, -1.457, 0.680], [0.362, -0.772, 0.054], [-5.151, 0.999, -0.157], [-1.192, 1.375, 0.466], [-0.595, 1.366, -1.704], [-3.045, -0.709, 0.431], [-4.345, -1.202, 0.315], [-6.176, 1.821, -0.451], [3.590, 2.195, 1.873], [-0.569, 0.832, 1.631], [0.325, -0.370, -0.959], [-5.395, -0.350, 0.020], [-0.313, 0.917, -0.850], [-4.549, -2.252, 0.454], [2.738, -0.087, -0.472], [-0.267, -1.045, -1.590], [4.321, 0.606, -1.710], [-2.835, 0.661, 0.260], [-2.113, -2.824, 0.997], [-2.514, -3.387, 0.148], [4.203, -1.163, -1.493], [1.783, 0.550, -2.262], [6.107, -0.157, -0.185], [4.946, 1.090, 0.880], [5.078, -0.120, 0.177], [-3.873, 1.517, -0.032], [-6.401, -0.729, -0.071], [4.896, -0.969, 0.854]], "nbo_charge": [0.229, 0.166, -0.268, -0.072, -0.249, -0.214, 0.185, 0.201, 0.265, 0.166, 0.209, -0.941, -0.506, 0.247, 0.362, 2.336, 0.408, 0.386, -0.296, -0.318, 0.196, -0.927, -0.245, -0.241, -0.876, 0.226, -0.438, 0.189, 0.167, -0.397, -0.255, 0.177, 0.199, 0.162, 0.191, -0.523, -0.071, -0.228, 0.234, 0.164], "total_charge": 0, "fmax_ev_per_a": 0.95, "homo_energy_ev": -8.744, "relative_energy_ev": 0.630, "smiles": "COc1ccc(F)cc1S(=O)(=O)NCCN1CCOCC1"}

=====

[4]
{"formula": "C3H3F3O", "method": "wB97M-V/def2-TZVPD", "species": ["F", "C", "C", "C", "F", "H", "H", "F", "O", "H"], "xyz": [[0.980, 1.430, -1.735], [1.514, 0.855, -0.602], [-3.085, -0.228, -0.133], [0.792, -0.098, -0.031], [-2.135, 0.112, 0.697], [1.770, -0.457, 1.533], [2.331, 1.375, -0.074], [-3.145, -1.567, -0.126], [1.129, -0.925, 0.983], [-0.151, -0.497, -0.512]], "nbo_charge": [-0.340, 0.095, 0.665, 0.077, -0.322, 0.475, 0.169, -0.339, -0.659, 0.181], "total_charge": 0, "fmax_ev_per_a": 2.81, "homo_energy_ev": -9.276, "relative_energy_ev": 3.769}

=====

[5]
{"formula": "C5H7BrS", "method": "wB97M-V/def2-TZVPD", "species": ["H", "H", "C", "H", "C", "H", "H", "Br", "H", "C", "S", "C", "H", "C"], "xyz": [[0.570, -2.034, 1.004], [2.318, -1.743, 0.559], [-0.740, 1.453, -0.750], [-0.796, 0.142, 0.954], [0.781, -0.470, -0.458], [0.638, -1.199, -1.193], [1.428, -0.461, 1.523], [-2.321, -1.896, 0.182], [-0.052, 1.720, -1.661], [-1.702, 2.282, -0.392], [-2.711, 3.034, 0.507], [-0.421, 0.222, -0.146], [1.642, 0.224, -0.891], [1.364, -1.273, 0.761]], "nbo_charge": [0.248, 0.220, -0.504, 0.258, -0.519, 0.268, 0.197, -0.592, 0.267, 0.052, 0.358, 0.120, 0.223, -0.598], "total_charge": 0, "fmax_ev_per_a": 4.93, "homo_energy_ev": -8.336, "relative_energy_ev": 2.358}

=====

[6]
{"formula": "C2H5N2O2P", "method": "wB97M-V/def2-TZVPD", "species": ["O", "H", "P", "O", "H", "H", "N", "N", "H", "C", "C", "H"], "xyz": [[2.785, 0.270, 0.096], [0.855, 1.989, 0.599], [0.706, -1.561, 0.118], [-0.573, 0.768, 0.021], [0.861, -1.393, 1.622], [0.559, 1.831, -1.168], [-1.917, -1.078, -0.119], [-0.659, -0.638, -0.389], [-2.417, -0.425, 0.488], [0.685, 1.240, -0.192], [1.631, 0.065, -0.136], [-2.515, -1.067, -0.940]], "nbo_charge": [-0.501, 0.223, 0.676, -0.417, -0.065, 0.204, -0.651, -0.297, 0.359, -0.196, 0.314, 0.350], "total_charge": 0, "fmax_ev_per_a": 3.12, "homo_energy_ev": -8.946, "relative_energy_ev": 4.157, "smiles": "NN1OCC(=O)P1"}